81
Properties=species:S:1:pos:R:3:forces:R:3:mulliken_charge:R:1 method="wB97M-V/def2-TZVPD" molar_mass_da=678.38 multiplicity=4 e_tot_ha=-3991.56444 total_charge=+1 fmax_ev_per_a=3.612
V -15.38847 -10.71177 -8.68501 3.1 1.8 -0.3 1.14
O -12.97102 -7.46375 -8.08341 -0.8 -0.7 -0.7 -0.48
C -13.76070 -8.52990 -8.30447 -1.1 -0.2 -0.2 1.03
O -14.87278 -8.25912 -8.84840 -0.7 -0.8 -0.1 -0.86
O -13.46325 -9.70020 -7.98694 -0.1 -0.9 0.4 -0.16
H -13.60196 -6.88463 -8.56835 1.0 1.0 0.5 0.20
C -14.81781 -12.60730 -6.09039 0.0 -0.2 1.3 0.04
O -14.92986 -12.07036 -7.20157 -0.6 0.0 -0.5 -0.58
N -14.69916 -11.96485 -4.93837 0.9 1.0 0.3 0.16
C -14.42218 -12.62673 -3.68142 -1.2 -0.7 1.5 -0.94
C -14.47055 -10.51118 -4.88321 -0.7 0.4 -1.2 -0.61
H -14.82907 -13.69000 -5.91336 0.0 0.0 -0.6 0.34
H -14.56388 -13.70892 -3.67334 0.9 -0.1 -0.8 0.33
H -15.17240 -12.44472 -2.90198 -0.3 0.9 -0.4 0.38
H -13.51225 -12.26819 -3.20468 0.4 -0.4 -0.5 0.32
H -13.56082 -10.20572 -4.37082 -0.1 -0.5 0.4 0.35
H -14.34824 -10.14669 -5.90306 0.1 -0.1 0.0 -0.06
H -15.33882 -9.98697 -4.48518 0.1 -0.2 0.4 0.35
C -9.98837 -10.14834 -10.75144 -0.4 -0.1 0.6 0.73
O -9.91473 -10.33746 -11.95028 0.1 0.4 -0.1 -0.65
N -9.46768 -9.11395 -10.05772 1.5 0.2 -1.0 0.17
C -9.53457 -9.00983 -8.61262 -1.4 -0.5 0.6 -0.42
C -8.91370 -7.96029 -10.80140 -1.4 0.0 0.5 -0.97
H -10.59268 -10.80951 -10.10805 0.2 -0.2 0.2 -0.37
H -9.52537 -9.97636 -8.10560 0.3 -0.2 -0.4 -0.23
H -10.52122 -8.61040 -8.35727 0.2 0.4 0.3 0.15
H -8.76324 -8.41595 -8.12946 0.2 0.1 -0.6 0.51
H -8.84952 -7.19772 -10.02832 0.5 0.3 -0.4 0.41
H -8.01115 -8.07495 -11.39692 0.2 -0.5 0.5 0.27
H -9.69199 -7.64541 -11.49989 0.1 0.1 -0.1 0.28
C -15.96133 -2.21363 -10.01012 0.4 0.0 1.0 -0.51
O -14.75101 -1.79037 -10.65038 0.3 -0.6 -0.6 -0.30
P -13.56059 -2.83742 -10.87215 1.8 0.2 0.4 1.08
O -12.59487 -3.10739 -9.76979 -1.6 0.2 -0.6 -0.69
O -14.31177 -4.15646 -11.40030 -0.2 0.5 0.1 -0.34
C -14.53985 -5.26131 -10.51290 1.9 -1.5 -0.8 -1.04
O -12.77982 -2.22200 -12.13210 -1.2 -1.7 0.3 -0.32
C -12.08699 -0.99391 -12.06368 -0.3 1.1 0.1 -0.62
H -15.80393 -1.98233 -8.95591 -0.5 0.1 0.0 0.28
H -16.14127 -3.28476 -10.07901 0.1 0.0 -0.3 0.17
H -16.82505 -1.69735 -10.41971 0.3 0.2 -0.1 0.26
H -15.54844 -5.66617 -10.48983 -0.4 1.0 0.4 0.41
H -13.97411 -5.16027 -9.58682 -0.8 0.7 0.4 0.56
H -14.00609 -6.12659 -10.92672 0.1 0.1 -0.5 0.28
H -11.11860 -1.01164 -11.56278 -0.1 -0.6 0.1 0.26
H -12.73047 -0.28216 -11.54103 0.2 0.2 -0.1 0.31
H -11.94527 -0.67152 -13.09393 0.0 0.0 0.1 0.23
C -14.98889 -11.47510 -14.39519 1.2 0.3 -1.6 -0.63
O -15.28586 -11.33081 -13.02076 -0.5 0.3 1.8 -0.36
P -14.12115 -11.20937 -11.94740 1.2 -0.2 -1.6 0.36
O -14.45057 -10.60941 -10.61011 -1.1 -0.5 -0.4 -0.07
O -13.64114 -12.70553 -11.82856 -1.0 1.0 -0.6 -0.29
C -12.35583 -13.03930 -11.35956 1.5 -0.5 1.2 0.22
O -12.96753 -10.40233 -12.73534 -1.5 -1.1 1.3 -0.10
C -12.85111 -8.99285 -12.53073 1.3 0.8 0.6 -0.38
H -14.14496 -12.14585 -14.56537 -0.2 -0.2 0.2 0.29
H -14.67679 -10.53016 -14.84562 -0.1 0.2 0.4 0.24
H -15.82040 -11.80479 -15.01381 -0.4 -0.2 0.8 0.27
H -12.41466 -13.87186 -10.65618 -0.3 -0.1 -0.3 0.20
H -11.89733 -12.25400 -10.75636 0.0 0.2 -0.4 -0.40
H -11.69991 -13.32514 -12.18001 -0.1 0.2 0.0 0.29
H -13.14282 -8.41333 -13.40424 -0.3 -0.3 0.0 0.34
H -11.79151 -8.81209 -12.34166 0.0 0.0 -0.3 0.07
H -13.33596 -8.65537 -11.61360 -0.5 -0.1 -0.2 0.08
C -11.13386 -11.58968 -6.02760 0.1 0.3 -1.7 -0.57
O -11.00662 -11.96378 -7.41194 1.2 -0.3 -1.9 0.59
P -9.87767 -12.98096 -7.96528 -1.7 -1.0 0.6 0.66
O -9.95562 -13.35288 -9.39581 -0.1 0.8 1.2 -0.70
O -8.49874 -12.45339 -7.40823 -0.4 0.8 -0.4 -0.42
C -7.31521 -13.25997 -7.60452 -1.0 -1.7 0.3 -0.79
O -10.24326 -14.21443 -6.97849 1.0 -0.4 -0.1 -0.40
C -11.29237 -15.14402 -7.29962 -0.2 1.2 -0.8 -0.48
H -10.73462 -10.57503 -6.01170 0.2 -0.1 0.8 0.27
H -10.60198 -12.34466 -5.45399 -0.3 0.3 0.6 0.45
H -12.21726 -11.51852 -5.95134 0.1 -0.2 0.8 -0.12
H -7.19863 -13.60580 -8.63133 0.1 0.7 -0.2 0.31
H -7.60286 -14.16764 -7.06551 0.9 -0.1 0.2 0.34
H -6.43202 -12.79338 -7.18515 -0.2 0.3 -0.1 0.25
H -11.33873 -15.91110 -6.53511 0.1 0.0 -0.1 0.27
H -11.18901 -15.52407 -8.31619 0.5 -0.4 0.2 0.28
H -12.22280 -14.57213 -7.37167 -0.2 -0.1 0.5 0.08